[1]
This record from the Open Molecules 2025 dataset describes the molecule C5H6O. The level of theory is ωB97M-V with the def2-TZVPD basis set.

Positions of all 12 atoms, in Å:
C (0.843, 0.733, 1.364)
C (0.053, 0.095, 0.260)
C (-1.168, -0.493, 0.337)
O (-1.556, -0.977, -0.873)
C (-0.560, -0.691, -1.743)
C (0.448, -0.039, -1.116)
H (1.592, 0.040, 1.768)
H (0.197, 1.048, 2.189)
H (1.377, 1.615, 0.997)
H (-1.873, -0.641, 1.145)
H (-0.716, -1.012, -2.762)
H (1.363, 0.322, -1.566)

HOMO level   -8.66 eV
LUMO level   0.0398 Eh
M   82.1 g/mol
ΔE to the lowest compared entry with this formula, charge and spin   6.5 kcal per mole
SMILES   Cc1ccoc1
2S+1   1
Kohn-Sham gap   0.3582 Ha
Largest force on an atom   0.2 eV Å⁻¹

=====

[2]
This record from the Open Molecules 2025 dataset describes a structure of composition C21H45AlN3O28S in a non-equilibrium geometry. The level of theory is ωB97M-V with the def2-TZVPD basis set.

Positions of all 99 atoms, in Å:
Al (3.588, -0.977, 0.101)
S (0.460, -0.164, -0.336)
O (0.932, 0.144, 1.004)
O (0.898, -1.590, -0.430)
O (-0.903, 0.046, -0.709)
O (1.410, 0.543, -1.211)
C (-2.432, 6.311, -4.234)
O (-1.130, 5.957, -3.747)
C (-1.025, 5.050, -2.783)
O (-1.992, 4.584, -2.205)
O (0.226, 4.789, -2.579)
C (0.489, 3.698, -1.670)
H (-3.013, 6.766, -3.435)
H (-2.933, 5.468, -4.708)
H (-2.247, 7.021, -5.037)
H (1.221, 3.075, -2.180)
H (-0.308, 3.000, -1.413)
H (0.855, 4.111, -0.733)
C (2.355, 3.178, 2.367)
O (3.748, 3.428, 2.409)
C (4.622, 2.778, 1.685)
O (4.342, 1.938, 0.849)
O (5.835, 3.251, 1.948)
C (6.936, 2.590, 1.385)
H (1.826, 3.913, 2.970)
H (2.042, 2.168, 2.621)
H (1.976, 3.383, 1.362)
H (6.992, 2.770, 0.311)
H (6.805, 1.529, 1.605)
H (7.833, 2.977, 1.862)
C (0.788, -0.657, 4.048)
O (1.842, 0.092, 4.671)
C (2.984, 0.260, 4.054)
O (3.275, -0.274, 2.989)
O (3.874, 0.923, 4.786)
C (3.578, 1.526, 6.028)
H (1.105, -1.577, 3.563)
H (0.014, -0.085, 3.542)
H (0.273, -0.987, 4.955)
H (3.772, 0.839, 6.852)
H (2.571, 1.938, 6.061)
H (4.270, 2.350, 6.197)
C (0.919, -4.424, 2.140)
O (2.164, -5.071, 2.504)
C (3.243, -4.323, 2.572)
O (3.311, -3.151, 2.170)
O (4.182, -4.974, 3.188)
C (5.265, -4.260, 3.746)
H (1.092, -3.809, 1.260)
H (0.512, -3.867, 2.982)
H (0.186, -5.200, 1.932)
H (6.184, -4.760, 3.436)
H (5.271, -4.353, 4.832)
H (5.366, -3.219, 3.448)
C (-1.196, -3.875, -1.214)
O (-1.837, -4.709, -0.239)
C (-1.700, -6.030, -0.367)
O (-1.214, -6.608, -1.315)
O (-2.269, -6.587, 0.683)
C (-2.150, -8.008, 0.841)
H (-0.631, -3.282, -0.486)
H (-1.764, -3.216, -1.867)
H (-0.397, -4.344, -1.787)
H (-3.002, -8.324, 1.438)
H (-1.254, -8.199, 1.433)
H (-2.123, -8.550, -0.100)
C (-0.601, 1.140, -4.072)
O (-1.251, 2.297, -4.612)
C (-2.011, 2.094, -5.680)
O (-2.072, 1.049, -6.289)
O (-2.661, 3.221, -5.974)
C (-3.632, 3.195, -7.023)
H (-0.206, 0.547, -4.895)
H (-1.154, 0.635, -3.289)
H (0.316, 1.393, -3.534)
H (-3.411, 2.443, -7.777)
H (-3.601, 4.140, -7.565)
H (-4.614, 3.106, -6.562)
C (-2.950, 2.200, -0.314)
N (-4.376, 1.989, 0.119)
O (-5.205, 2.801, -0.247)
O (-4.574, 1.082, 0.919)
H (-2.304, 1.761, 0.437)
H (-2.863, 3.284, -0.272)
H (-2.960, 1.828, -1.334)
C (-3.449, -0.317, -3.160)
N (-4.735, 0.327, -2.711)
O (-4.921, 1.431, -3.163)
O (-5.495, -0.346, -2.033)
H (-3.285, 0.016, -4.179)
H (-3.659, -1.384, -3.091)
H (-2.717, -0.170, -2.370)
C (-2.217, -1.256, 1.821)
N (-2.839, -2.524, 2.277)
O (-4.023, -2.680, 2.127)
O (-2.127, -3.214, 3.001)
H (-2.655, -1.132, 0.835)
H (-1.150, -1.368, 1.996)
H (-2.510, -0.526, 2.576)

HOMO level   -12.54 eV
Total charge   +1
LUMO level   -0.3746 Eh
M   846.6 g/mol
2S+1   1
Kohn-Sham gap   0.0862 Ha
Largest force on an atom   3.4 eV Å⁻¹

=====

[3]
This record from the Open Molecules 2025 dataset describes the molecule C4H6N2O2 in a non-equilibrium geometry. The level of theory is ωB97M-V with the def2-TZVPD basis set.

Positions of all 14 atoms, in Å:
C (0.742, -0.409, 0.553)
C (0.508, 1.587, -0.169)
C (-0.636, 0.853, -0.510)
C (-0.445, -0.487, 0.055)
H (1.012, -1.721, 2.117)
H (2.549, -1.116, 1.258)
H (1.233, 2.515, -0.519)
H (-2.105, -0.013, -1.161)
H (-0.471, -2.081, -0.431)
H (-1.869, -1.739, 0.307)
N (1.434, -1.317, 1.112)
N (-1.236, -1.429, -0.397)
O (1.347, 0.713, 0.454)
O (-1.690, 1.051, -1.224)

HOMO level   -7.35 eV
LUMO level   0.0192 Eh
M   114.1 g/mol
ΔE to the lowest compared entry with this formula, charge and spin   115.5 kcal per mole
SMILES   Nc1occ(O)c1N
2S+1   1
Kohn-Sham gap   0.2895 Ha
Largest force on an atom   11.6 eV Å⁻¹

=====

[4]
This record from the Open Molecules 2025 dataset describes a structure of composition C18H18Cl5N6OOs in a non-equilibrium geometry. The level of theory is ωB97M-V with the def2-TZVPD basis set.

Positions of all 49 atoms, in Å:
Os (0.298, -0.313, 0.412)
Cl (-1.544, -3.331, 0.477)
C (-1.026, -2.638, 1.940)
C (-0.434, -1.335, 1.886)
C (0.060, -0.751, 3.070)
Cl (0.856, 0.765, 2.692)
C (-0.042, -1.297, 4.282)
Cl (0.514, -0.520, 5.666)
C (-0.670, -2.612, 4.325)
Cl (-0.812, -3.357, 5.772)
C (-1.148, -3.277, 3.139)
Cl (-1.832, -4.811, 3.240)
N (5.958, -0.417, 0.636)
C (5.695, -0.669, -0.671)
O (6.531, -0.907, -1.501)
C (4.241, -0.666, -1.148)
C (4.057, -1.008, -2.487)
C (2.780, -1.037, -3.042)
C (1.706, -0.731, -2.252)
N (1.863, -0.378, -0.949)
C (3.131, -0.351, -0.411)
H (6.925, -0.424, 0.923)
H (5.272, -0.206, 1.332)
H (4.941, -1.240, -3.074)
H (2.625, -1.295, -4.082)
H (0.698, -0.757, -2.646)
H (3.204, -0.024, 0.617)
C (-0.824, 2.107, -0.669)
N (-1.918, 2.869, -1.151)
C (-2.484, 2.227, -2.355)
N (-2.990, 0.880, -2.024)
C (-1.939, 0.040, -1.572)
N (-1.297, 0.662, -0.297)
C (-2.452, 0.822, 0.755)
N (-3.476, 1.629, 0.222)
C (-2.965, 2.975, -0.117)
C (-4.040, 1.004, -0.992)
H (-0.405, 2.563, 0.228)
H (-0.057, 2.018, -1.439)
H (-1.726, 2.161, -3.135)
H (-3.305, 2.833, -2.724)
H (-1.171, -0.041, -2.338)
H (-2.314, -0.948, -1.312)
H (-2.027, 1.271, 1.651)
H (-2.823, -0.177, 0.975)
H (-2.562, 3.457, 0.774)
H (-3.780, 3.583, -0.497)
H (-4.839, 1.630, -1.375)
H (-4.452, 0.024, -0.755)

HOMO level (spin up / spin down)   -17.93 / -17.93 eV
Total charge   +3
LUMO level (spin up / spin down)   -0.4742 / -0.4769 Eh
M   701.9 g/mol
ΔE to the lowest compared entry with this formula, charge and spin   8.7 kcal per mole
2S+1   1
Kohn-Sham gap (spin up / spin down)   0.1847 / 0.1820 Ha
Largest force on an atom   1.5 eV Å⁻¹